Entry w
The following is a quantum chemistry calculation of a cluster of 2 separate species, C4H10O in total, from the OMol25 dataset.

Summary:
Frontier orbital gap in eV: 9.9766
SMILES: C=C(C)C.O
HOMO in eV: -9.26
Total charge: 0
Spin multiplicity: 1

Element x y z (Å)
C -0.52419 -0.20173 -1.42518
C -1.01408 -0.08114 -0.20687
C -1.09860 1.30955 0.40761
C -0.92423 -1.24978 0.77619
H -0.00505 -1.04895 -1.83188
H -0.53581 0.60272 -2.15680
H -2.10914 1.51785 0.77503
H -0.40719 1.37708 1.24307
H -0.87091 2.05464 -0.34714
H -0.16153 -1.94322 0.44279
H -0.62615 -0.87212 1.74834
H -1.94979 -1.60432 0.84358
O 3.51919 -0.30564 -0.20750
H 3.48879 0.02146 0.69421
H 3.21867 0.42358 -0.75546

---

Entry x
The following is a quantum chemistry calculation of a cluster of 2 separate species, C4H10O in total, from the OMol25 dataset.

Summary:
Frontier orbital gap in eV: 10.3623
SMILES: C=CC.CO
HOMO in eV: -9.60
Total charge: 0
Spin multiplicity: 1

Element x y z (Å)
C -0.69871 -0.25429 2.29723
C -1.08030 1.05350 2.16324
C -2.27403 1.65057 1.38538
H 0.07137 -0.75455 2.92675
H -1.31167 -0.97005 1.90222
H -0.51186 1.80367 2.59404
H -2.97542 0.74902 1.42751
H -2.84945 2.46676 1.81483
H -2.09653 1.89039 0.31931
C 2.39628 -1.08345 -3.11142
O 2.54630 -1.76863 -1.89520
H 2.82501 -1.46627 -3.95289
H 1.35281 -0.82655 -3.29928
H 2.95821 -0.15503 -2.85204
H 1.64802 -2.33509 -1.71968

---

Most stable: entry w

---

Entry w
The following is a quantum chemistry calculation of the molecule C4H10O, from the OMol25 dataset.

Summary:
Frontier orbital gap in eV: 10.8897
SMILES: COC(C)C
HOMO in eV: -9.73
Total charge: 0
Spin multiplicity: 1

Element x y z (Å)
C 2.00897 -0.36938 -0.38677
O 0.67998 -0.81541 -0.41764
C -0.29794 0.18742 -0.19174
C -1.59256 -0.35167 -0.78201
C -0.45314 0.50466 1.29460
H 2.63996 -1.25575 -0.48018
H 2.26076 0.14190 0.55255
H 2.22918 0.30733 -1.22564
H -0.00208 1.10874 -0.71889
H -1.87465 -1.26495 -0.24844
H -1.45795 -0.59935 -1.83882
H -2.40749 0.37414 -0.68777
H -1.30021 1.18157 1.45058
H 0.43680 0.98369 1.71526
H -0.64088 -0.42101 1.84729

---

Entry x
The following is a quantum chemistry calculation of a cluster of 2 separate species, C4H10O in total, from the OMol25 dataset.

Summary:
Frontier orbital gap in eV: 10.8829
SMILES: C=CCC.O
HOMO in eV: -9.86
Total charge: 0
Spin multiplicity: 1

Element x y z (Å)
C -1.62377 0.16892 -0.74277
C -0.74668 -0.56867 -0.06349
C 0.67560 -0.81353 -0.49562
C 1.69409 -0.90646 0.64300
H -1.33731 0.69861 -1.65153
H -2.64678 0.31566 -0.40839
H -1.07395 -1.06494 0.85258
H 0.97953 -0.03199 -1.20417
H 0.68790 -1.75896 -1.05360
H 1.82241 0.04920 1.16369
H 1.39036 -1.65401 1.38474
H 2.67200 -1.20783 0.25165
O -1.00558 2.49556 0.71876
H -0.85434 1.54136 0.74197
H -0.63348 2.73711 -0.13681

---

Entry y
The following is a quantum chemistry calculation of a cluster of 2 separate species, C4H10O in total, from the OMol25 dataset.

Summary:
Frontier orbital gap in eV: 10.9470
SMILES: C=CCO.C
HOMO in eV: -10.00
Total charge: 0
Spin multiplicity: 1

Element x y z (Å)
C 0.48107 -2.73286 -0.78171
C -0.07410 -1.53071 -0.66015
C 0.12959 -0.63306 0.49967
O 0.57916 0.64798 0.02523
H 0.35711 -3.31434 -1.68387
H 1.09267 -3.10749 0.03088
H -0.60433 -1.07777 -1.49425
H -0.77175 -0.46927 1.10195
H 0.88822 -1.07652 1.16038
H 1.21394 0.94963 0.66867
C -0.95979 3.19424 0.57959
H -0.03561 3.14026 0.01453
H -0.94841 4.05729 1.24235
H -1.06863 2.28709 1.16499
H -1.80258 3.27351 -0.10273

---

Most stable: entry w